54
Properties=species:S:1:pos:R:3:lowdin_charge:R:1 method="wB97M-V/def2-TZVPD" spin_multiplicity=5 energy_ev=-83752.8431 homo_ha="-0.22658 / -0.23429" s_squared=6.143 gap_ev="5.6 / 6.0"
P 0.540 -2.467 -1.328 0.559
P 0.715 -0.333 -1.703 0.778
C -0.018 -2.538 -3.035 -0.338
C 0.585 -1.184 -3.403 -0.355
H -1.107 -2.616 -3.116 0.100
H 0.433 -3.393 -3.550 0.091
H 1.599 -1.295 -3.803 0.086
H -0.038 -0.621 -4.102 0.084
C -0.654 0.869 -2.027 -0.246
H -0.641 1.693 -1.300 0.020
H -1.629 0.369 -1.951 0.052
H -0.546 1.261 -3.052 0.046
C 2.206 0.701 -2.033 -0.258
H 2.028 1.268 -2.969 0.048
H 3.105 0.069 -2.133 0.034
H 2.329 1.404 -1.188 0.046
C -0.421 -3.593 -0.272 -0.259
H 0.204 -4.078 0.529 0.029
H -0.687 -4.413 -0.941 0.056
H -1.318 -3.161 0.184 0.069
C 2.345 -2.883 -1.561 -0.237
H 3.095 -2.076 -1.541 0.061
H 2.458 -3.407 -2.512 0.071
H 2.600 -3.665 -0.769 0.047
Cr 1.562 -2.857 0.449 0.361
C -0.505 4.562 1.712 -0.095
C -1.312 4.954 0.698 -0.127
C -2.522 4.261 0.157 -0.194
C -3.051 3.126 1.084 -0.195
C -2.571 1.740 0.749 -0.129
C -1.406 1.162 1.088 -0.126
C -0.206 1.989 1.516 -0.188
C -0.472 3.213 2.404 -0.200
C 2.340 -4.375 1.720 -0.204
H 0.243 5.264 2.139 0.103
H -1.112 5.934 0.259 0.092
H -2.352 3.883 -0.871 0.111
H -3.318 5.045 0.107 0.114
H -2.878 3.367 2.153 0.108
H -4.136 3.099 0.855 0.108
H -3.255 1.167 0.103 0.100
H -1.278 0.065 0.986 0.093
H 0.338 2.275 0.586 0.108
H 0.448 1.306 2.098 0.077
H -1.350 3.035 3.023 0.104
H 0.372 3.237 3.104 0.109
H 3.421 -4.193 1.860 -0.012
H 2.170 -5.415 1.372 -0.012
H 1.837 -4.237 2.705 -0.014
O -0.971 -1.930 2.637 -0.337
Cl 0.332 -1.516 3.144 0.746
O 0.283 -0.170 3.672 -0.319
O 0.864 -2.434 4.115 -0.303
O 1.302 -1.467 1.955 -0.458



22
Properties=species:S:1:pos:R:3:lowdin_charge:R:1 method="wB97M-V/def2-TZVPD" energy_ev=-22628.8246 homo_ha=-0.46049 total_charge=+1 gap_ev=7.6
C 0.478 0.377 -0.279 0.066
C -0.520 -0.303 0.281 -0.039
C 1.795 0.270 0.458 -0.199
C -4.226 -0.597 -0.485 -0.479
C 3.898 0.147 -0.356 -0.161
C -2.778 -0.796 0.212 -0.343
C 3.373 -1.412 0.182 -0.288
N -5.160 -0.944 0.367 0.179
N 5.027 0.394 -0.969 0.258
O -4.249 -0.417 -1.656 0.131
O 2.891 0.926 -0.252 0.150
O -2.684 -1.250 1.324 0.118
O 4.004 -2.401 0.139 0.232
O -1.713 -0.280 -0.369 0.107
O 2.170 -1.102 0.734 0.123
H 0.422 0.907 -1.140 0.104
H -0.417 -0.741 1.232 0.134
H 1.742 0.802 1.468 0.204
H -4.808 -1.299 1.328 0.163
H -5.998 -1.353 -0.011 0.130
H 5.834 -0.337 -1.048 0.217
H 5.157 1.362 -1.397 0.193



91
Properties=species:S:1:pos:R:3:lowdin_charge:R:1 method="wB97M-V/def2-TZVPD" energy_ev=-179058.2631 relative_energy_kcal_mol=3.7 homo_ha=-0.17487 total_charge=-1 gap_ev=6.7
Sn 0.765 -0.071 0.258 1.046
O -0.945 -4.593 -5.203 -0.049
C 0.001 -3.788 -5.307 -0.694
O 0.527 -3.267 -6.310 -0.050
C 0.570 -3.292 -3.962 -0.097
C 0.189 -3.872 -2.763 0.050
C 0.742 -3.412 -1.575 -0.213
N 1.595 -2.388 -1.531 0.106
C 1.933 -1.805 -2.677 -0.241
C 1.469 -2.243 -3.913 0.038
C 2.818 -0.609 -2.545 -0.204
C 3.577 -0.144 -3.615 0.002
C 4.428 0.929 -3.426 -0.057
C 4.506 1.524 -2.177 -0.067
C 3.689 1.030 -1.176 -0.147
N 2.863 -0.002 -1.353 0.024
C 0.395 -4.037 -0.257 -0.248
C -0.142 -5.323 -0.193 -0.030
C -0.430 -5.869 1.044 -0.085
C -0.172 -5.128 2.185 -0.090
C 0.365 -3.861 2.027 -0.180
N 0.641 -3.325 0.842 0.056
H -0.559 -4.653 -2.805 0.112
H 1.751 -1.790 -4.854 0.115
H 3.514 -0.629 -4.578 0.112
H 5.028 1.294 -4.250 0.106
H 5.160 2.364 -1.981 0.106
H 3.670 1.492 -0.194 0.109
H -0.312 -5.889 -1.098 0.110
H -0.846 -6.866 1.115 0.106
H -0.382 -5.517 3.173 0.098
H 0.594 -3.242 2.890 0.107
Cl 3.208 -1.455 1.613 0.683
C 3.701 -0.445 2.934 -0.654
C 4.825 -0.850 3.637 -0.130
C 5.276 -0.099 4.705 -0.103
C 4.592 1.053 5.053 -0.137
C 3.474 1.442 4.334 -0.684
Cl 2.683 2.908 4.849 0.632
C 2.967 0.711 3.240 -0.694
S 1.528 1.286 2.413 0.510
H 5.335 -1.756 3.336 0.098
H 6.151 -0.409 5.263 0.100
H 4.918 1.665 5.883 0.095
C 1.793 5.635 0.471 -0.113
C 2.348 5.071 -0.674 -0.094
C 1.908 3.841 -1.136 -0.054
C 0.895 3.137 -0.472 -0.346
C 0.331 3.726 0.662 -0.077
C 0.782 4.954 1.134 -0.093
N 0.479 1.868 -0.919 -0.133
C -0.102 1.779 -2.161 -0.338
C -0.521 2.902 -2.914 -0.046
C -1.125 2.752 -4.155 -0.114
C -1.363 1.499 -4.708 -0.118
C -0.991 0.380 -3.970 -0.083
C -0.388 0.514 -2.729 -0.084
H 2.146 6.591 0.839 0.090
H 3.138 5.590 -1.206 0.095
H 2.338 3.405 -2.031 0.108
H -0.458 3.199 1.186 0.074
H 0.341 5.374 2.031 0.098
H -0.362 3.897 -2.515 0.100
H -1.421 3.643 -4.700 0.092
H -1.817 1.394 -5.684 0.091
H -1.164 -0.615 -4.364 0.108
H -0.135 -0.390 -2.182 0.037
Br -6.298 -4.229 0.985 0.707
C -5.726 -2.922 2.224 -0.746
C -6.626 -2.549 3.215 -0.148
C -6.272 -1.593 4.153 -0.093
C -5.016 -1.006 4.101 -0.086
C -4.119 -1.379 3.112 -0.160
C -4.463 -2.340 2.166 -0.748
I -3.037 -2.814 0.736 1.003
H -7.603 -3.015 3.243 0.093
H -6.980 -1.308 4.921 0.102
H -4.729 -0.254 4.826 0.104
H -3.141 -0.916 3.059 0.070
C -4.290 3.188 -0.009 -0.009
N -3.335 2.343 0.691 -0.117
C -3.095 2.303 2.047 -0.070
C -2.104 1.382 2.220 -0.187
N -1.731 0.866 0.997 -0.023
C -2.491 1.464 0.110 -0.168
H -4.531 4.044 0.615 0.087
H -5.204 2.641 -0.236 0.090
H -3.844 3.544 -0.936 0.093
H -3.635 2.926 2.741 0.113
H -1.596 1.096 3.129 0.094
H -2.448 1.316 -0.961 0.136



115
Properties=species:S:1:pos:R:3:lowdin_charge:R:1 method="wB97M-V/def2-TZVPD" energy_ev=-136205.1736 relative_energy_kcal_mol=0.0 homo_ha=-0.31208 gap_ev=8.1
C 10.741 -6.088 0.086 -0.068
C 10.028 -5.569 -1.169 -0.275
N 9.496 -4.218 -0.973 -0.248
C 9.463 -3.444 -2.231 -0.257
C 8.760 -2.113 -2.123 -0.101
C 8.275 -4.200 -0.273 -1.120
S 8.081 -3.273 1.050 0.726
S 7.001 -5.229 -0.906 0.952
C 5.524 -4.740 -0.004 -0.505
C 4.483 -5.853 -0.077 -0.235
C 3.398 -5.653 0.993 -0.108
N 2.053 -5.792 0.473 0.036
C 1.643 -6.941 -0.174 -0.362
O 2.102 -8.023 0.026 0.159
C 0.512 -6.502 -1.071 -0.014
C -0.212 -7.226 -2.022 -0.020
B -0.018 -8.768 -2.362 -0.457
C -0.118 -9.321 -3.826 -0.003
O 0.200 -9.681 -1.374 0.158
C -1.192 -6.522 -2.735 -0.007
C -1.452 -5.181 -2.476 -0.014
C -0.745 -4.455 -1.504 0.008
B -1.114 -2.931 -1.259 -0.598
O -2.406 -2.509 -1.610 0.122
O -0.239 -2.050 -0.752 0.061
C -0.781 -0.897 -0.095 -0.033
C 0.257 -5.152 -0.816 0.000
C 1.211 -4.704 0.270 -0.337
O 1.267 -3.700 0.900 0.166
H 11.686 -6.553 -0.165 0.067
H 10.924 -5.245 0.742 0.073
H 10.100 -6.795 0.604 0.069
H 9.290 -6.283 -1.539 0.082
H 10.776 -5.483 -1.953 0.111
H 9.070 -4.055 -3.050 0.115
H 10.504 -3.245 -2.479 0.117
H 8.875 -1.609 -3.080 0.076
H 9.234 -1.481 -1.382 0.076
H 7.695 -2.219 -1.948 0.062
H 5.131 -3.839 -0.465 0.089
H 5.793 -4.562 1.030 0.035
H 5.000 -6.792 0.106 0.101
H 4.064 -5.954 -1.074 0.117
H 3.543 -6.416 1.753 0.130
H 3.523 -4.696 1.483 0.124
H 0.384 -10.283 -3.864 0.066
H 0.307 -8.646 -4.563 0.064
H -1.160 -9.509 -4.083 0.072
H -0.214 -9.396 -0.553 0.109
H -1.770 -7.014 -3.503 0.116
H -2.221 -4.657 -3.022 0.110
H -2.501 -2.640 -2.559 0.104
H -1.571 -1.173 0.594 0.096
H 0.010 -0.396 0.446 0.089
H -1.176 -0.185 -0.812 0.088
O -0.177 4.204 -1.919 -0.275
S 0.618 3.421 -1.023 0.562
O -0.003 2.448 -0.178 -0.280
O 1.508 4.392 -0.142 -0.261
C 0.840 5.465 0.563 -0.239
C 0.124 4.988 1.809 -0.064
C 1.933 2.657 -1.907 -0.120
H 0.161 5.980 -0.117 0.114
H 1.627 6.167 0.829 0.125
H -0.722 4.348 1.559 0.073
H -0.250 5.841 2.375 0.057
H 0.794 4.408 2.444 0.088
H 2.427 3.407 -2.518 0.075
H 1.491 1.885 -2.533 0.076
H 2.622 2.215 -1.193 0.076
O -6.491 -3.910 -1.017 -0.275
S -5.977 -4.452 0.205 0.571
O -6.372 -5.759 0.629 -0.276
O -6.261 -3.417 1.378 -0.263
C -7.614 -2.944 1.542 -0.252
C -8.508 -3.964 2.220 -0.074
C -4.226 -4.334 0.220 -0.116
H -8.015 -2.641 0.574 0.113
H -7.530 -2.050 2.156 0.120
H -8.670 -4.833 1.584 0.071
H -9.477 -3.517 2.444 0.080
H -8.054 -4.314 3.147 0.084
H -3.937 -3.328 -0.062 0.058
H -3.846 -5.052 -0.504 0.074
H -3.869 -4.583 1.217 0.083
O -0.198 8.211 3.439 -0.288
S -1.099 9.180 2.886 0.569
O -0.693 10.023 1.804 -0.275
O -1.663 10.082 4.069 -0.262
C -0.707 10.718 4.942 -0.252
C -0.066 11.938 4.311 -0.073
C -2.612 8.395 2.462 -0.129
H 0.042 9.990 5.256 0.114
H -1.275 11.005 5.824 0.121
H 0.574 11.662 3.474 0.071
H 0.543 12.461 5.049 0.081
H -0.828 12.619 3.932 0.084
H -2.939 7.788 3.302 0.084
H -2.424 7.770 1.593 0.075
H -3.345 9.152 2.220 0.050
O -5.018 8.504 0.734 -0.286
S -6.180 9.147 0.194 0.574
O -7.400 9.156 0.937 -0.266
O -6.448 8.571 -1.258 -0.260
C -6.529 7.135 -1.412 -0.245
C -7.855 6.575 -0.941 -0.072
C -5.778 10.790 -0.286 -0.116
H -5.689 6.666 -0.897 0.114
H -6.399 6.957 -2.477 0.122
H -7.967 6.672 0.138 0.072
H -7.923 5.519 -1.199 0.082
H -8.683 7.109 -1.406 0.085
H -4.870 10.770 -0.882 0.078
H -5.623 11.362 0.627 0.078
H -6.610 11.201 -0.851 0.077